[1]
Formula: C26H41O6PRh
Source: OMol25
Level of theory: ωB97M-V/def2-TZVPD

Geometry as XYZ:
```
75
Properties=species:S:1:pos:R:3:lowdin_charge:R:1
Rh 0.70 -0.64 -1.17 0.7202
C -1.05 0.03 -4.21 -0.0247
C -0.10 -0.85 -3.44 -0.3039
C 1.26 -0.54 -3.33 -0.0840
C 2.15 -1.42 -2.64 -0.3598
C 3.63 -1.16 -2.69 -0.0359
C 1.67 -2.64 -2.09 -0.0310
C 0.32 -2.95 -2.16 -0.2894
C -0.23 -4.23 -1.62 -0.0253
C -0.54 -2.00 -2.76 -0.0602
H -1.17 -0.36 -5.22 0.0971
H -0.67 1.04 -4.28 0.0874
H -2.03 0.06 -3.74 0.0696
H 1.65 0.36 -3.79 0.1283
H 4.07 -1.77 -3.49 0.1012
H 4.13 -1.41 -1.76 0.0921
H 3.82 -0.12 -2.94 0.0616
H 2.37 -3.29 -1.58 0.1360
H -0.12 -5.03 -2.36 0.0997
H -1.29 -4.15 -1.39 0.0632
H 0.30 -4.54 -0.72 0.0977
H -1.60 -2.22 -2.78 0.1204
O -3.66 -1.01 3.34 0.0834
C -2.86 0.07 3.48 -0.2327
C -3.03 0.93 4.56 -0.0082
C -2.23 2.04 4.72 -0.0530
C -1.24 2.34 3.78 -0.0647
C -1.07 1.49 2.71 -0.0161
C -1.86 0.35 2.53 -0.0267
C -1.60 -0.47 1.32 -0.3910
O -2.34 -1.55 1.28 0.0459
O -0.79 -0.13 0.47 -0.0384
H -4.27 -1.04 4.09 0.1238
H -3.80 0.70 5.29 0.1218
H -2.39 2.69 5.57 0.1153
H -0.62 3.21 3.90 0.1084
H -0.30 1.69 1.98 0.0799
C 3.94 3.09 -0.58 -0.0636
C 4.32 1.64 -0.75 -0.2380
O 3.51 0.70 -0.03 -0.2577
P 1.95 0.45 0.19 0.6410
O 1.97 -0.30 1.58 -0.2440
C 2.32 0.29 2.87 -0.2295
C 3.75 0.78 2.96 -0.0642
O 1.39 1.92 0.55 -0.2844
C 0.47 2.65 -0.29 -0.2890
C 0.46 4.08 0.16 -0.0530
H 4.70 3.69 -1.07 0.0926
H 3.90 3.38 0.47 0.0839
H 2.99 3.32 -1.04 0.0569
H 5.32 1.46 -0.34 0.1289
H 4.35 1.35 -1.80 0.0931
H 2.16 -0.53 3.57 0.1252
H 1.61 1.08 3.09 0.0992
H 4.46 0.00 2.70 0.0887
H 3.94 1.08 4.00 0.0882
H 3.93 1.65 2.33 0.0631
H -0.51 2.19 -0.20 0.0978
H 0.78 2.55 -1.34 0.1046
H 0.20 4.15 1.22 0.0768
H -0.29 4.64 -0.40 0.0894
H 1.43 4.56 0.01 0.0702
C -3.58 -0.55 -1.18 -0.0494
C -3.60 -2.01 -0.74 -0.3881
C -4.89 -2.35 0.00 -0.0510
C -2.38 -2.36 0.10 -0.1301
H -4.36 -0.37 -1.92 0.0916
H -2.62 -0.27 -1.62 0.0519
H -3.77 0.12 -0.34 0.0932
H -3.53 -2.65 -1.63 0.1334
H -4.94 -1.82 0.95 0.0781
H -4.96 -3.42 0.20 0.0866
H -5.76 -2.06 -0.60 0.0859
H -2.43 -3.38 0.48 0.1422
H -1.45 -2.22 -0.44 0.0709
```

Its spin multiplicity is 1. The HOMO energy is -10.51 eV. The charge is +1. The calculation puts the gap between HOMO and LUMO at 8.1034 eV. The energy relative to the best compared isomer or geometry (same formula, charge and spin) comes out at 5.8 kcal per mole.

---

[2]
Formula: C6H13N2
Source: OMol25
Level of theory: ωB97M-V/def2-TZVPD

Geometry as XYZ:
```
21
Properties=species:S:1:pos:R:3:nbo_charge:R:1
C -0.64 0.92 1.22 0.5337
C -0.04 -1.36 1.45 -0.1312
C 0.15 -0.92 -0.05 0.1138
C 1.65 -0.85 -0.59 -0.6279
C -0.69 -1.72 -0.97 -0.6484
C -0.19 1.58 -1.06 -0.4874
N -0.30 0.55 -0.02 -0.4352
N -0.88 2.11 1.77 -0.7764
H 0.80 -1.41 2.20 0.2466
H -1.07 -1.75 1.69 0.2389
H 2.11 -1.70 -1.02 0.2465
H 2.19 -0.73 0.36 0.2164
H 1.84 0.05 -1.10 0.2317
H -0.53 -2.78 -0.89 0.2492
H -0.28 -1.49 -1.91 0.2289
H -1.71 -1.43 -0.98 0.2338
H 0.57 2.46 -0.82 0.2291
H -0.02 1.03 -2.02 0.2492
H -1.07 2.28 -1.24 0.2436
H -0.94 2.28 2.76 0.4412
H -0.94 2.90 1.23 0.4037
```

Its spin multiplicity is 1. The HOMO energy (spin up / spin down) is -13.90 / -14.10 eV. The charge is +1. The calculation puts the gap between HOMO and LUMO (spin up / spin down) at 8.6205 / 9.0011 eV. The energy relative to the best compared isomer or geometry (same formula, charge and spin) comes out at 99.7 kcal per mole.

---

[3]
Formula: C57H46BrN6O9ReS2
Source: OMol25
Level of theory: ωB97M-V/def2-TZVPD

Geometry as XYZ:
```
122
Properties=species:S:1:pos:R:3:lowdin_spin:R:1
Re 0.13 -0.07 0.02 0.6664
C -4.15 4.98 -0.34 0.0000
C -2.65 4.84 -0.06 0.0000
C -2.01 6.23 0.11 0.0000
O -2.00 4.17 -1.12 -0.0002
C -1.47 2.94 -0.69 -0.0005
C -1.87 2.83 0.79 -0.0005
O -2.46 4.07 1.11 -0.0001
C -0.67 2.53 1.73 0.0058
O -0.07 1.32 1.44 0.0704
C -1.11 2.45 3.19 0.0010
C -2.42 2.65 3.62 0.0004
C -2.73 2.57 4.97 0.0000
C -1.75 2.28 5.90 0.0002
C -0.45 2.07 5.48 0.0003
C -0.14 2.15 4.14 0.0000
C 0.36 3.65 1.63 0.0037
C 1.56 3.43 0.95 -0.0007
C 2.50 4.45 0.86 -0.0001
C 2.25 5.68 1.44 0.0000
C 1.06 5.89 2.13 0.0002
C 0.12 4.88 2.23 0.0008
C -1.99 1.74 -1.54 -0.0004
O -1.55 0.57 -1.00 -0.0031
C -1.51 1.85 -3.00 -0.0004
C -1.80 0.79 -3.85 -0.0001
C -1.47 0.86 -5.19 0.0001
C -0.85 1.99 -5.70 0.0000
C -0.54 3.04 -4.85 0.0000
C -0.87 2.97 -3.51 0.0000
C -3.52 1.75 -1.58 -0.0002
C -4.20 2.54 -2.50 -0.0001
C -5.58 2.55 -2.53 0.0000
C -6.30 1.75 -1.66 0.0000
C -5.63 0.96 -0.74 0.0000
C -4.25 0.96 -0.70 -0.0004
H -4.30 5.45 -1.30 0.0000
H -4.61 5.59 0.44 0.0000
H -4.61 4.00 -0.34 0.0000
H -2.22 6.83 -0.77 0.0000
H -0.93 6.12 0.21 0.0000
H -2.40 6.72 0.99 0.0000
H -0.37 2.95 -0.79 0.0001
H -2.60 2.02 0.93 -0.0001
H -3.19 2.90 2.92 0.0000
H -3.75 2.74 5.29 0.0000
H -2.00 2.21 6.95 0.0000
H 0.32 1.84 6.20 0.0000
H 0.87 1.97 3.80 0.0000
H 1.75 2.47 0.51 -0.0006
H 3.43 4.27 0.34 0.0000
H 2.98 6.47 1.37 0.0000
H 0.86 6.85 2.58 0.0000
H -0.80 5.03 2.78 0.0000
H -2.27 -0.09 -3.45 0.0000
H -1.69 0.03 -5.84 0.0000
H -0.59 2.05 -6.75 0.0000
H -0.04 3.92 -5.23 0.0000
H -0.65 3.82 -2.87 0.0000
H -3.64 3.16 -3.18 0.0000
H -6.10 3.17 -3.25 0.0000
H -7.38 1.75 -1.69 0.0000
H -6.18 0.33 -0.06 0.0000
H -3.73 0.32 0.00 -0.0005
S 2.11 -0.65 1.30 -0.0169
C 1.16 -1.34 2.61 -0.0461
N 1.85 -1.62 3.68 0.2305
N 1.37 -2.08 4.83 0.1488
C 0.13 -2.05 5.44 -0.0010
C -0.90 -1.18 5.07 0.0276
C -2.07 -1.15 5.81 -0.0035
C -2.24 -1.98 6.91 0.0329
C -1.22 -2.84 7.28 -0.0037
C -0.04 -2.87 6.56 0.0289
N -0.11 -1.68 2.42 0.0852
N -0.71 -1.37 1.31 -0.1708
C -1.93 -2.03 1.12 -0.0007
C -2.47 -2.83 2.13 -0.0361
C -3.65 -3.51 1.92 0.0032
C -4.32 -3.39 0.71 -0.0451
C -3.80 -2.59 -0.29 0.0071
C -2.61 -1.93 -0.10 -0.0395
H 2.11 -2.47 5.40 0.0014
H -0.78 -0.52 4.24 0.0017
H -2.85 -0.46 5.52 -0.0009
H -3.16 -1.95 7.47 0.0021
H -1.34 -3.48 8.14 -0.0011
H 0.76 -3.53 6.85 0.0015
H -1.94 -2.91 3.07 -0.0018
H -4.04 -4.14 2.70 0.0012
H -5.25 -3.93 0.55 -0.0026
H -4.31 -2.50 -1.24 0.0012
H -2.19 -1.34 -0.91 -0.0008
O -1.02 -5.89 -2.53 0.0009
S -1.19 -5.08 -1.36 0.0002
O -2.42 -5.27 -0.63 0.0001
N -0.94 -3.49 -1.67 0.0046
C 0.14 -3.04 -1.10 0.0020
O 0.54 -1.85 -1.13 0.0101
C 0.92 -4.08 -0.34 0.0002
C 2.14 -3.94 0.29 -0.0003
C 2.65 -5.03 0.98 0.0000
C 1.95 -6.23 1.05 -0.0001
C 0.73 -6.37 0.40 0.0001
C 0.25 -5.29 -0.29 0.0000
H 2.68 -3.01 0.25 -0.0003
H 3.61 -4.95 1.47 0.0000
H 2.36 -7.07 1.59 0.0000
H 0.17 -7.30 0.43 0.0000
Br 5.60 -0.25 -6.00 0.0000
C 4.88 0.45 -4.38 0.0000
C 5.72 1.12 -3.50 0.0003
N 5.27 1.66 -2.38 0.0000
C 3.99 1.52 -2.08 0.0003
C 3.09 0.83 -2.88 -0.0004
C 3.55 0.29 -4.08 0.0002
C 1.66 0.56 -2.45 0.0038
O 0.92 -0.06 -3.18 0.0046
O 1.39 1.01 -1.28 0.0292
H 6.77 1.24 -3.71 0.0000
H 3.67 1.95 -1.14 0.0000
H 2.85 -0.25 -4.71 0.0000
```

As for the expectation value of S²: 1.042. Its spin multiplicity is 2. The HOMO energy (spin up / spin down) is -5.50 / -5.37 eV. The charge is -1. The calculation puts the gap between HOMO and LUMO (spin up / spin down) at 6.3035 / 5.8254 eV.

---

[4]
Formula: H30O15
Source: OMol25
Level of theory: ωB97M-V/def2-TZVPD

Geometry as XYZ:
```
45
Properties=species:S:1:pos:R:3:nbo_charge:R:1
H -1.01 0.12 0.40 0.4734
H 0.46 0.92 0.37 0.4868
H -1.14 -3.13 3.34 0.4615
H -2.02 -3.68 2.21 0.4827
H -0.34 1.73 -3.19 0.4888
H -0.46 0.62 -4.30 0.4613
H 0.39 3.65 -2.62 0.4839
H -0.07 3.41 -1.33 0.4732
H -2.90 -2.25 1.44 0.4699
H -4.08 -2.08 0.50 0.4852
H -3.53 0.79 -0.64 0.4536
H -3.60 1.14 -2.04 0.4793
H 1.08 0.07 2.65 0.4524
H 0.07 0.86 3.32 0.5033
H 2.61 0.62 1.39 0.4675
H 2.72 -0.64 0.59 0.4620
H -0.32 -0.98 2.03 0.4857
H 0.06 -2.14 1.10 0.4663
H -0.88 -2.90 -3.64 0.4628
H -0.48 -3.29 -2.22 0.4689
H -0.27 3.89 0.92 0.4828
H -1.03 5.27 0.89 0.4718
H 2.05 2.62 -2.20 0.4846
H 3.12 2.73 -3.40 0.4737
H 4.43 1.04 -0.96 0.4866
H 5.22 -0.29 -1.35 0.4696
H 2.02 -3.73 -1.06 0.4553
H 1.12 -2.60 -0.85 0.4440
H -1.08 -0.33 5.31 0.4679
H -1.23 -1.58 4.55 0.4749
O -0.51 0.88 0.05 -0.9626
O -2.07 -3.46 3.20 -0.9450
O -0.90 1.01 -3.52 -0.9709
O 0.17 2.91 -2.06 -0.9321
O -3.43 -2.71 0.86 -0.9558
O -3.89 0.44 -1.43 -0.9325
O 0.58 0.84 2.49 -0.9441
O 3.05 0.32 0.60 -0.9261
O -0.53 -1.94 1.93 -0.9664
O -0.58 -2.51 -2.82 -0.9323
O -0.22 4.88 0.87 -0.9529
O 2.13 2.62 -3.12 -0.9651
O 5.31 0.63 -1.08 -0.9569
O 1.43 -3.11 -1.63 -0.8972
O -1.44 -0.66 4.44 -0.9398
```

Its spin multiplicity is 1. The HOMO energy is -9.92 eV. The charge is 0. The calculation puts the gap between HOMO and LUMO at 9.0317 eV. The energy relative to the best compared isomer or geometry (same formula, charge and spin) comes out at 121.1 kcal per mole.

---

Number 1: largest force on an atom 1.02 eV Å⁻¹. Number 2: largest force on an atom 4.15 eV Å⁻¹. Number 3: largest force on an atom 2.68 eV Å⁻¹. Number 4: largest force on an atom 5.47 eV Å⁻¹.